i.
A cluster of 2 separate species, C3H4O2 in total. Source: the OMol25 dataset; level of theory: wB97M-V/def2-TZVPD.

Positions of all 9 atoms, in Å:
C: -1.0426 -1.2385 0.3569
C: -1.1045 -0.0090 -0.0639
O: -1.3004 1.0735 -0.4456
H: -1.7166 -1.6634 1.0686
H: -0.0577 -1.8032 0.1925
C: 1.3682 0.9730 -0.3028
O: 0.8876 0.3599 0.6244
H: 2.2603 0.5771 -0.7543
H: 0.7058 1.7305 -0.6758

HOMO-LUMO gap (hartree): 0.3366
SMILES string: C=C=O.C=O
HOMO energy (eV): -8.780
2S+1: 1
M (g/mol): 72.06

=====

ii.
An isolated molecule of C3H4O2. Source: the OMol25 dataset; level of theory: wB97M-V/def2-TZVPD.

Positions of all 9 atoms, in Å:
O: 1.9575 0.3033 -0.6010
C: 1.3303 -0.1741 0.3071
C: -0.0507 0.3831 0.4535
C: -1.0450 -0.0684 -0.5249
O: -1.0207 -0.5668 0.8114
H: 1.6964 -1.0861 0.8315
H: -0.1135 1.4050 0.8354
H: -1.9018 0.5686 -0.7442
H: -0.7565 -0.7571 -1.3211

HOMO-LUMO gap (hartree): 0.3969
SMILES string: O=C[C@H]1CO1
HOMO energy (eV): -10.059
2S+1: 1
M (g/mol): 72.06

=====

Relative calculated energies, zero for the most stable structure, unit kcal/mol: i 18.6; ii 0.0.

=====

i.
A structure of composition C3H4O2. Source: the OMol25 dataset; level of theory: wB97M-V/def2-TZVPD.

Positions of all 9 atoms, in Å:
C: -0.5144 -0.9041 -0.0045
C: -1.1955 0.1597 -0.4109
C: 0.4950 0.0477 0.6367
O: -0.4078 1.1681 0.1440
O: 1.7650 0.0904 -0.2279
H: -0.5601 -1.9347 -0.1738
H: -2.1736 0.3403 -0.9072
H: 0.8800 0.0229 1.6323
H: 1.7113 1.0096 -0.6887

HOMO-LUMO gap (hartree): 0.3781
HOMO energy (eV): -9.254
2S+1: 1
M (g/mol): 72.06

=====

ii.
A structure of composition C3H4O2. Source: the OMol25 dataset; level of theory: wB97M-V/def2-TZVPD.

Positions of all 9 atoms, in Å:
C: 0.8259 0.1378 0.0514
C: -0.5336 0.9844 -0.0107
C: -0.0545 -0.9980 0.0709
H: -0.3621 1.8129 -0.6975
H: -0.5026 1.2606 1.2209
H: -0.2678 -1.7671 0.8040
H: 0.1490 -1.3074 -0.9678
O: 2.0248 0.0701 -0.1827
O: -1.2791 -0.1932 -0.2886

HOMO-LUMO gap (hartree): 0.3833
HOMO energy (eV): -9.623
2S+1: 1
M (g/mol): 72.06

=====

iii.
A structure of composition C3H4O2. Source: the OMol25 dataset; level of theory: wB97M-V/def2-TZVPD.

Positions of all 9 atoms, in Å:
C: -0.0879 0.0859 -1.4766
C: -0.3127 -0.6442 0.0675
C: 0.2072 0.2148 1.0739
O: 0.2929 1.2229 -1.4514
O: -0.8156 -1.6849 0.1906
H: -0.3269 -0.5251 -2.6592
H: 0.2280 -0.1427 2.1292
H: -0.5023 1.1428 1.1752
H: 1.3175 0.3304 0.9507

HOMO-LUMO gap (hartree): 0.3460
HOMO energy (eV): -9.300
2S+1: 1
M (g/mol): 72.06

=====

Relative calculated energies, zero for the most stable structure, unit kcal/mol: i 14.5; ii 25.5; iii 0.0.

=====

i.
A cluster of 2 separate species, CH2N2OS in total. Source: the OMol25 dataset; level of theory: wB97M-V/def2-TZVPD.

Positions of all 7 atoms, in Å:
C: -1.3293 0.0034 0.1804
N: -2.4004 0.1686 0.5379
N: 1.2052 -0.3596 1.0652
O: 0.4006 1.3448 -2.5294
S: 0.3947 -0.1498 -0.2438
H: 1.4841 0.4699 1.5672
H: 0.2451 -1.4773 -0.5775

HOMO-LUMO gap (spin up / spin down) (hartree): 0.2502 / 0.2582
HOMO energy (spin up / spin down) (eV): -9.854 / -9.911
2S+1: 1
M (g/mol): 90.11

=====

ii.
A cluster of 2 separate species, CH2N2OS in total. Source: the OMol25 dataset; level of theory: wB97M-V/def2-TZVPD.

Positions of all 7 atoms, in Å:
O: 0.8179 -0.7816 -0.1849
N: 1.0226 -0.4397 -1.3975
S: 0.0400 -0.4996 -2.6056
H: 2.0131 -0.2236 -1.6596
C: -1.3113 0.5973 1.9491
N: -1.3486 0.8789 0.8580
H: -1.2338 0.4683 3.0406

HOMO-LUMO gap (hartree): 0.3181
SMILES string: [O-][NH+]=S.C#N
HOMO energy (eV): -9.645
2S+1: 1
M (g/mol): 90.11

=====

Relative calculated energies, zero for the most stable structure, unit kcal/mol: i 109.2; ii 0.0.

=====

i.
An isolated molecule of C4H5NO2. Source: the OMol25 dataset; level of theory: wB97M-V/def2-TZVPD.

Positions of all 12 atoms, in Å:
O: 3.0286 -0.4047 -0.5579
C: 1.8455 -0.5979 -0.5145
C: 0.9702 -0.0763 0.6296
O: 1.3829 0.3174 1.6940
N: -0.3437 -0.2411 0.3091
C: -1.1241 0.1978 -0.7967
C: -1.4863 0.4685 0.7177
H: 1.3027 -1.1749 -1.2960
H: -1.4513 -0.6525 -1.4167
H: -0.9568 1.0895 -1.3872
H: -1.2602 1.3702 1.3188
H: -2.3598 -0.0581 1.0747

HOMO-LUMO gap (hartree): 0.3579
SMILES string: O=CC(=O)N1CC1
HOMO energy (eV): -9.909
2S+1: 1
M (g/mol): 99.09

=====

ii.
An isolated molecule of C4H5NO2. Source: the OMol25 dataset; level of theory: wB97M-V/def2-TZVPD.

Positions of all 12 atoms, in Å:
O: 1.4410 1.1896 -0.9091
C: 1.8335 0.3905 -0.0895
C: 0.8998 -0.7055 0.4150
O: 1.2601 -1.8437 0.2176
N: -0.4187 -0.4400 0.7916
C: -1.2506 -0.4386 -0.4083
C: -1.1600 0.7695 0.4433
H: 2.8878 0.2565 0.2174
H: -2.0722 -1.1444 -0.4413
H: -0.6578 -0.3993 -1.3058
H: -0.6087 1.6246 0.0629
H: -2.0059 0.9733 1.0985

HOMO-LUMO gap (hartree): 0.3555
SMILES string: O=CC(=O)N1CC1
HOMO energy (eV): -9.826
2S+1: 1
M (g/mol): 99.09

=====

iii.
An isolated molecule of C4H5NO2. Source: the OMol25 dataset; level of theory: wB97M-V/def2-TZVPD.

Positions of all 12 atoms, in Å:
O: 3.0388 0.0027 -0.4102
C: 1.8556 -0.1426 -0.4925
C: 0.6687 0.3809 0.5115
C: -0.3454 1.1071 -0.2942
N: -0.3890 -0.3307 -0.2285
C: -1.4121 -1.0675 0.3581
O: -2.4084 -0.5849 0.8242
H: 0.8628 -0.7074 -1.0648
H: 0.5581 0.4002 1.6020
H: -0.0213 1.4948 -1.2625
H: -1.1983 1.6010 0.1584
H: -1.2095 -2.1538 0.2984

HOMO-LUMO gap (hartree): 0.3733
SMILES string: O=C[C@H]1CN1C=O
HOMO energy (eV): -9.493
2S+1: 1
M (g/mol): 99.09

=====

iv.
An isolated molecule of C4H5NO2. Source: the OMol25 dataset; level of theory: wB97M-V/def2-TZVPD.

Positions of all 12 atoms, in Å:
C: -0.9748 -1.6253 -0.6289
C: -0.1090 -0.6677 -0.0077
C: 0.0910 0.7006 -0.3734
C: 0.8947 1.1889 0.5747
O: 1.4392 2.3615 0.8934
O: 1.1728 0.2519 1.4581
N: 0.5559 -0.9334 1.1174
H: -1.2928 -1.1916 -1.5064
H: -1.8918 -1.7791 -0.0372
H: -0.4963 -2.6719 -0.6953
H: -0.2147 1.2286 -1.2424
H: 0.8258 3.1376 0.4477

HOMO-LUMO gap (hartree): 0.3494
SMILES string: Cc1cc(O)on1
HOMO energy (eV): -9.201
2S+1: 1
M (g/mol): 99.09

=====

Relative calculated energies, zero for the most stable structure, unit kcal/mol: i 6.2; ii 3.6; iii 35.7; iv 0.0.

=====

i.
An isolated molecule of C4H5NO2. Source: the OMol25 dataset; level of theory: wB97M-V/def2-TZVPD.

Positions of all 12 atoms, in Å:
O: -0.2437 0.8380 -2.8340
C: 0.3303 0.3078 -1.9176
C: -0.3780 -0.0502 -0.6425
C: -0.2502 -1.4263 -0.0987
N: 0.4663 -0.0947 0.5743
C: -0.0063 0.4606 1.7863
O: 0.6442 0.4767 2.7911
H: 1.4023 0.0248 -1.9765
H: -1.2670 0.5687 -0.4920
H: 1.4402 -0.3625 0.5470
H: -1.1059 -1.5987 0.5716
H: -1.0321 0.8557 1.6910

HOMO-LUMO gap (hartree): 0.3387
HOMO energy (eV): -8.904
2S+1: 1
M (g/mol): 99.09

=====

ii.
An isolated molecule of C4H5NO2. Source: the OMol25 dataset; level of theory: wB97M-V/def2-TZVPD.

Positions of all 12 atoms, in Å:
C: -0.0097 -0.9233 2.8872
C: -0.2547 -1.0604 1.7052
O: -1.1982 -1.1986 0.6735
N: -0.9272 -0.3206 -0.3840
C: 0.3535 0.0195 -0.6122
C: 0.5810 1.0596 -1.6704
O: 1.1816 -0.3189 0.2387
H: 0.0678 -1.1799 3.9063
H: -1.7280 -0.0161 -0.9166
H: -0.0260 1.9437 -1.4868
H: 1.6301 1.3434 -1.6942
H: 0.3296 0.6516 -2.6466

HOMO-LUMO gap (hartree): 0.3449
SMILES string: C#CONC(C)=O
HOMO energy (eV): -8.748
2S+1: 1
M (g/mol): 99.09

=====

Relative calculated energies, zero for the most stable structure, unit kcal/mol: i 0.0; ii 22.3.

=====

i.
An isolated molecule of C4H5NO2. Source: the OMol25 dataset; level of theory: wB97M-V/def2-TZVPD.

Positions of all 12 atoms, in Å:
O: -2.3087 0.6229 0.7994
C: -1.7495 -0.1509 0.0617
C: -0.3782 0.1431 -0.5181
C: 0.5567 0.8757 0.4701
N: 1.7614 0.0509 0.5084
C: 1.4962 -0.9840 -0.1633
O: 0.3010 -1.0936 -0.7982
H: -2.1993 -1.1217 -0.2353
H: -0.4908 0.6825 -1.4689
H: 0.7591 1.9062 0.1648
H: 0.1060 0.9108 1.4678
H: 2.1462 -1.8419 -0.2884

HOMO-LUMO gap (hartree): 0.3882
SMILES string: O=C[C@H]1CN=CO1
HOMO energy (eV): -9.934
2S+1: 1
M (g/mol): 99.09

=====

ii.
A structure of composition C4H5NO2. Source: the OMol25 dataset; level of theory: wB97M-V/def2-TZVPD.

Positions of all 12 atoms, in Å:
C: -1.5004 -0.3853 -0.5963
C: -0.0807 0.0158 -0.4296
C: 0.4049 1.3035 -0.2204
O: 1.8754 1.1311 -0.1574
C: 1.6398 0.0959 0.6552
O: 1.5816 0.1519 1.8516
N: 0.9471 -0.8978 -0.1897
H: -1.6251 -0.9894 -1.5047
H: -1.8384 -0.9881 0.2539
H: -2.1258 0.5052 -0.6886
H: 0.1984 1.5890 0.8510
H: 0.6359 -1.7046 0.3450

HOMO-LUMO gap (hartree): 0.3351
HOMO energy (eV): -8.959
2S+1: 1
M (g/mol): 99.09

=====

Relative calculated energies, zero for the most stable structure, unit kcal/mol: i 0.0; ii 59.2.